C39H44IN10O4S2Sc as an isolated structure, computed with ωB97M-V with the def2-TZVPD basis set.

Properties
Relative energy (zero: lowest compared OMol25 entry of this formula, charge and spin): 28.11 kJ/mol
Orbital gap: 6.94 eV
HOMO: -6.91 eV

```
! RIJCOSX wB97M-V def2-TZVPD def2/J DEFGRID3
* xyz 0 1
Sc 0.129 -0.472 0.039
C 2.644 0.104 -3.133
C 3.599 0.577 -2.038
C 3.009 0.667 -0.625
N 2.269 -0.521 -0.223
C 2.942 -1.627 0.097
C 4.339 -1.670 0.231
C 5.227 -2.719 0.456
C 5.007 -4.076 0.488
C 3.760 -4.686 0.356
C 2.507 -4.128 0.334
C 2.066 -2.775 0.439
N 0.828 -2.449 0.733
C -0.059 -3.459 1.308
C -1.156 -3.917 0.354
C -2.142 -2.788 0.072
N -1.542 -1.701 -0.697
C -1.886 -1.548 -1.957
C -2.608 -2.516 -2.709
C -3.387 -2.377 -3.834
C -3.733 -1.225 -4.533
C -3.191 0.026 -4.316
C -2.137 0.418 -3.502
C -1.338 -0.318 -2.597
N -0.183 0.066 -2.090
C 0.446 1.310 -2.511
C 1.544 1.076 -3.547
H 2.188 -0.842 -2.829
H 3.243 -0.119 -4.019
H 4.019 1.555 -2.298
H 4.438 -0.124 -2.014
H 2.336 1.521 -0.546
H 3.816 0.897 0.082
H 4.824 -0.707 0.156
H 6.260 -2.408 0.570
H 5.869 -4.723 0.592
H 3.774 -5.769 0.287
H 1.701 -4.844 0.239
H -0.543 -3.003 2.174
H 0.508 -4.311 1.684
H -1.699 -4.739 0.826
H -0.723 -4.290 -0.580
H -2.463 -2.384 1.034
H -3.037 -3.168 -0.422
H -2.558 -3.519 -2.307
H -3.842 -3.297 -4.187
H -4.476 -1.319 -5.315
H -3.609 0.827 -4.918
H -1.844 1.450 -3.641
H 0.845 1.803 -1.622
H -0.261 2.035 -2.921
H 1.980 2.047 -3.810
H 1.062 0.693 -4.452
N -3.241 0.778 1.040
C -2.492 1.476 0.208
O -1.296 1.212 0.020
C -3.063 2.680 -0.501
I -5.085 2.475 -1.125
H -2.779 0.054 1.599
H -4.214 0.998 1.176
H -2.460 2.877 -1.380
H -3.031 3.536 0.170
N -5.997 3.192 5.229
C -5.207 2.074 5.007
C -5.559 1.133 4.033
C -4.726 0.063 3.761
C -3.523 -0.079 4.443
C -3.182 0.829 5.437
C -4.017 1.897 5.717
S -2.411 -1.383 3.997
O -3.210 -2.393 3.356
O -1.652 -1.712 5.177
N -1.473 -0.756 2.850
C -0.306 -0.163 3.149
S 0.379 0.129 4.730
C 1.735 0.913 3.996
C 1.627 0.871 2.657
N 0.479 0.278 2.172
H -6.956 3.124 4.929
H -5.896 3.635 6.128
H -6.496 1.241 3.500
H -5.005 -0.679 3.024
H -2.271 0.688 6.004
H -3.748 2.602 6.495
H 2.540 1.315 4.585
H 2.340 1.271 1.955
N -2.491 3.538 3.106
C -2.078 4.689 2.522
O -2.663 5.744 2.679
C -0.872 4.606 1.625
C -0.556 5.718 0.854
C 0.513 5.643 -0.017
C 1.225 4.453 -0.090
N 0.946 3.383 0.649
C -0.079 3.475 1.494
H -3.296 3.570 3.711
H -2.012 2.660 3.019
H -1.163 6.608 0.953
H 0.790 6.482 -0.641
H 2.058 4.353 -0.778
H -0.269 2.581 2.075
*
```

***

A 12-piece molecular cluster, C39H45F11NO35P overall at a distorted geometry, computed with ωB97M-V with the def2-TZVPD basis set.

Properties
Orbital gap: 7.78 eV
SMILES: [H]/N=C/CPCCOC(C)=O.O=C1OC[C@@H](F)O1.O=C1OC[C@@H](F)O1.O=C1OC[C@@H](F)O1.O=C1OC[C@@H](F)O1.O=C1OC[C@@H](F)O1.O=C1OC[C@@H](F)O1.O=C1OC[C@@H](F)O1.O=C1OC[C@@H](F)O1.O=C1OC[C@@H](F)O1.O=C1OC[C@@H](F)O1.O=C1OC[C@@H](F)O1
HOMO: -7.69 eV

```
! RIJCOSX wB97M-V def2-TZVPD def2/J DEFGRID3
* xyz 0 1
H 0.613 5.000 -0.788
N 0.805 3.990 -0.907
C 2.036 3.727 -0.561
C 2.557 2.238 -0.640
P 2.825 1.639 -2.418
C 2.216 -0.153 -2.576
C 1.505 -0.355 -3.991
O 0.328 -1.187 -3.915
C -0.744 -0.505 -3.335
C -1.896 -1.439 -2.730
O -0.867 0.725 -3.294
H 2.717 4.581 -0.229
H 3.528 2.081 -0.073
H 1.756 1.570 -0.173
H 1.956 2.434 -3.230
H 1.538 -0.368 -1.692
H 3.152 -0.800 -2.569
H 1.311 0.649 -4.485
H 2.233 -0.895 -4.686
H -1.418 -2.361 -2.241
H -2.511 -1.768 -3.631
H -2.531 -0.867 -1.982
O 3.523 -0.248 -0.082
C 3.141 -0.888 0.852
O 2.930 -2.229 0.822
C 2.610 -2.625 2.155
C 2.101 -1.349 2.749
F 2.382 -1.276 4.070
O 2.853 -0.358 2.072
H 3.510 -2.991 2.649
H 1.861 -3.417 2.161
H 1.033 -1.173 2.590
O 2.852 5.945 1.878
C 2.583 5.175 2.755
O 2.950 3.861 2.763
C 2.557 3.337 4.028
C 1.465 4.274 4.438
F 1.424 4.418 5.786
O 1.866 5.504 3.865
H 3.410 3.361 4.712
H 2.210 2.307 3.936
H 0.474 4.001 4.066
O -1.671 -2.335 1.165
C -1.285 -3.395 0.768
O -1.580 -3.904 -0.459
C -0.828 -5.109 -0.594
C -0.586 -5.491 0.833
F 0.600 -6.132 0.971
O -0.503 -4.240 1.491
H 0.097 -4.902 -1.138
H -1.393 -5.865 -1.139
H -1.382 -6.086 1.279
O 4.495 -4.566 0.011
C 5.430 -3.976 -0.432
O 5.390 -3.220 -1.563
C 6.655 -2.579 -1.674
C 7.542 -3.483 -0.874
F 8.539 -2.787 -0.277
O 6.673 -3.977 0.127
H 6.591 -1.572 -1.254
H 6.968 -2.505 -2.716
H 7.963 -4.318 -1.440
O 1.353 8.669 -5.796
C 0.981 8.028 -4.861
O 0.783 6.680 -4.889
C 0.475 6.283 -3.557
C -0.044 7.551 -2.958
F 0.248 7.621 -1.632
O 0.697 8.553 -3.638
H 1.384 5.925 -3.066
H -0.266 5.484 -3.547
H -1.118 7.717 -3.110
O -1.679 -5.847 3.309
C -2.177 -4.935 3.893
O -3.376 -4.384 3.566
C -3.672 -3.421 4.570
C -2.313 -3.092 5.104
F -2.368 -2.777 6.425
O -1.609 -4.309 4.959
H -4.324 -3.870 5.324
H -4.175 -2.552 4.144
H -1.794 -2.300 4.557
O 0.585 0.498 5.306
C 0.297 -0.258 6.187
O 0.640 -1.579 6.214
C 0.227 -2.082 7.480
C -0.852 -1.121 7.870
F -0.902 -0.962 9.215
O -0.424 0.095 7.287
H 1.075 -2.067 8.170
H -0.137 -3.106 7.395
H -1.844 -1.381 7.492
O -4.196 -4.674 -3.807
C -5.060 -3.857 -3.724
O -4.851 -2.513 -3.813
C -6.135 -1.902 -3.798
C -6.981 -2.934 -3.124
F -8.253 -2.906 -3.590
O -6.377 -4.149 -3.523
H -6.453 -1.705 -4.826
H -6.111 -0.958 -3.252
H -6.987 -2.868 -2.032
O -7.148 2.050 -5.155
C -5.958 2.004 -5.220
O -5.165 1.403 -4.290
C -3.838 1.440 -4.795
C -3.890 2.592 -5.749
F -3.047 2.403 -6.792
O -5.222 2.547 -6.229
H -3.611 0.491 -5.290
H -3.118 1.595 -3.991
H -3.698 3.566 -5.291
O -2.771 7.323 -2.534
C -3.629 8.152 -2.473
O -3.397 9.491 -2.508
C -4.669 10.127 -2.548
C -5.564 9.086 -1.951
F -6.807 9.145 -2.485
O -4.955 7.874 -2.354
H -4.927 10.360 -3.584
H -4.664 11.053 -1.972
H -5.629 9.119 -0.860
O 4.281 -4.563 3.796
C 4.663 -5.615 3.378
O 4.425 -6.063 2.119
C 5.154 -7.275 1.972
C 5.310 -7.727 3.391
F 6.471 -8.405 3.565
O 5.384 -6.512 4.107
H 6.112 -7.066 1.488
H 4.603 -7.992 1.364
H 4.474 -8.325 3.767
*
```

***

Question: Which formula does entry 2 have?
Answer: C39H45F11NO35P

***

Question: What is the formula in the first record?
Answer: C39H44IN10O4S2Sc

***

Question: Among the records above, which one has the lowest HOMO?
Answer: C39H45F11NO35P